DFT (wB97M-V/def2-TZVPD) results for a structure of composition C29H49Cl3N3O3SiTi at a distorted geometry.

For the gap between HOMO and LUMO (alpha / beta), the calculation gives 5.6 / 6.7 eV. The maximum force comes out at 3.26 eV/A. For the HOMO energy (alpha / beta), the calculation gives -0.2192 / -0.2609 hartree. The calculation puts the relative energy (zero: lowest compared OMol25 entry of this formula, charge and spin) at 0.000 eV.

```
! RIJCOSX wB97M-V def2-TZVPD def2/J DEFGRID3
* xyz 0 2
C 3.2196 -2.1945 -3.9213
C 2.5924 -1.4322 -5.0509
H 3.1715 -3.2754 -4.1044
H 2.6950 -1.9808 -2.9799
H 4.2821 -1.9195 -3.8009
C 2.3803 -1.9498 -6.2705
C 2.8530 -3.2969 -6.7056
H 1.8274 -1.3753 -7.0167
H 2.6789 -4.0796 -5.9518
H 3.9297 -3.3019 -6.9409
H 2.3133 -3.5841 -7.6162
Ti 0.8633 -0.0571 3.0979
Cl 2.5436 1.3298 3.7355
Cl 2.0087 -0.8535 1.2457
C 0.4737 2.4023 1.6009
O -0.1532 1.4607 2.1864
N -0.1208 3.3269 0.8626
C -1.5628 3.3788 0.6184
C 0.6918 4.2736 0.1101
H 1.5694 2.4724 1.6841
H -2.1012 2.8710 1.4214
H -1.8113 2.9187 -0.3511
H -1.8515 4.4358 0.5819
H 1.6868 4.3303 0.5565
H 0.2249 5.2595 0.1413
H 0.8012 3.9721 -0.9367
H 0.7542 -4.7702 1.8891
H 0.2314 -2.6235 0.2713
C -0.2562 -4.6605 2.3075
C -0.7705 -2.9942 0.5327
N -0.8170 -3.3638 1.9472
H -0.2067 -4.7368 3.3970
C -0.9261 -2.4484 2.8996
O -0.8558 -1.1830 2.6875
H -1.5121 -2.2163 0.3201
H -1.0110 -2.8323 3.9167
H -0.8921 -5.4591 1.9136
H -0.9923 -3.8977 -0.0431
O 1.0191 -0.2262 -3.7864
C 2.1128 -0.0349 -4.6817
C 0.5538 0.7434 -6.5547
C 1.7669 0.8536 -5.8667
H -0.2247 0.0689 -6.1829
C 0.3608 1.4640 -7.7426
H 2.9427 0.4207 -4.1200
C 2.7462 1.7503 -6.3203
H -0.5870 1.3699 -8.2804
C 1.3778 2.2779 -8.2512
C 2.5691 2.4275 -7.5287
H 3.6645 1.8593 -5.7354
H 1.2475 2.7874 -9.2117
H 3.3672 3.0665 -7.9161
Si -0.0222 0.6305 -2.8091
Cl 1.5390 -1.9827 4.2102
C -1.7588 0.1624 -3.3333
C 0.2570 2.4706 -2.9713
C 0.3053 -0.0255 -1.1201
H -1.9346 0.3547 -4.4023
H -2.4906 0.7462 -2.7533
H -1.9360 -0.9089 -3.1414
H 0.3665 -1.1194 -1.1700
H -0.4617 0.2546 -0.3866
H 1.2749 0.3536 -0.7813
H 0.1578 2.8024 -4.0166
H 1.2605 2.7572 -2.6210
H -0.4955 3.0170 -2.3775
C -2.3512 -1.7685 6.1853
N -3.2560 -0.9506 5.3188
C -4.4913 -0.5829 6.0644
C -2.6153 0.3092 4.6474
C -1.4768 0.7705 5.4783
C -1.8100 1.3976 6.7042
C -0.8743 1.4801 7.7249
C 0.4161 1.0119 7.4898
C 0.7676 0.5346 6.2171
C -0.1425 0.4937 5.1724
H -2.1737 -1.2302 7.1193
H -1.4050 -1.9598 5.6773
H -2.8724 -2.7114 6.3988
H -3.5435 -1.5558 4.5370
H -4.2000 -0.0848 6.9926
H -5.0853 0.0874 5.4389
H -5.0452 -1.5001 6.2866
H -2.3206 0.0136 3.6352
H -3.4275 1.0503 4.6013
H -2.8213 1.7834 6.8696
H -1.1560 1.8995 8.6919
H 1.1589 1.0259 8.2911
H 1.7957 0.2004 6.0757
*
```

Atomic partial charges in e from the Mulliken method, atoms 1 to 4:
1 C -1.3309
2 C 0.2131
3 H 0.3701
4 H 0.1800

---

DFT (wB97M-V/def2-TZVPD) results for a cluster of 3 separate species, C29H49FO11P2 in total at a distorted geometry.

For the gap between HOMO and LUMO, the calculation gives 8.6 eV. The maximum force comes out at 6.22 eV/A. As for the structure (SMILES): COCCCCCCc1cccc2c1C(=O)C(F)=CC2=O.CCOP(=O)(OCC)OCC.CCOP(=O)(OCC)OCC. For the HOMO energy, the calculation gives -0.3519 hartree.

```
! RIJCOSX wB97M-V def2-TZVPD def2/J DEFGRID3
* xyz 0 1
C -2.8200 -0.8831 -0.2269
O -2.3112 -2.1653 -0.4966
C -2.4408 -3.0164 0.6200
C -1.6081 -4.2820 0.4196
C -0.1423 -3.9178 0.1181
C 0.8374 -4.2590 1.2586
C 2.0951 -3.3894 1.2797
C 2.9731 -3.5926 0.0210
C 3.5921 -2.2822 -0.4377
C 3.9839 -1.3114 0.4814
C 4.5466 -0.0987 0.1317
C 4.7008 0.1971 -1.2190
C 4.3254 -0.7421 -2.1629
C 3.7912 -1.9945 -1.7978
C 3.4737 -2.9388 -2.8977
O 3.3318 -4.1281 -2.7598
C 3.3664 -2.4033 -4.2958
F 2.7810 -3.1931 -5.1798
C 3.8642 -1.2248 -4.6432
C 4.5038 -0.3826 -3.6148
O 5.1293 0.6025 -3.9247
H -3.9170 -0.8912 -0.1630
H -2.5285 -0.1586 -0.9849
H -2.4508 -0.5176 0.7414
H -2.1671 -2.5084 1.5552
H -3.4983 -3.3189 0.6746
H -1.7266 -4.9748 1.2516
H -2.0178 -4.7394 -0.4852
H 0.1617 -4.5105 -0.7484
H -0.0105 -2.8690 -0.1561
H 0.3164 -4.2336 2.2214
H 1.1667 -5.3000 1.1432
H 1.7691 -2.3485 1.3653
H 2.6718 -3.6368 2.1763
H 3.7127 -4.3795 0.1558
H 2.2801 -3.8690 -0.7695
H 3.8546 -1.5360 1.5346
H 4.8685 0.6212 0.8727
H 5.1082 1.1417 -1.5535
H 3.8147 -0.8475 -5.6559
C 2.4045 1.8271 8.9160
C 1.4714 1.8293 7.7207
O 2.1630 1.9780 6.4842
P 2.8147 0.6924 5.7077
O 1.8804 -0.4332 5.9502
O 2.5218 1.0693 4.1535
C 1.7378 0.2193 3.3182
C 0.2849 0.6470 3.3209
O 4.2950 1.3184 5.5246
C 5.1074 1.6989 6.6348
C 5.5939 0.5082 7.4371
H 3.1288 1.0123 8.8488
H 1.8403 1.7088 9.8416
H 2.9610 2.7637 8.9779
H 0.8555 0.9286 7.7225
H 0.7908 2.6785 7.7976
H 1.8484 -0.8247 3.6119
H 2.1411 0.3088 2.3068
H -0.1047 0.7295 4.3354
H -0.3280 -0.0667 2.7666
H 0.1775 1.6292 2.8579
H 4.5831 2.4249 7.2568
H 5.9657 2.2236 6.2141
H 4.7623 -0.1301 7.7486
H 6.1328 0.8414 8.3242
H 6.2664 -0.1058 6.8372
C -3.9657 3.2739 -7.7368
C -4.3746 1.9520 -7.1165
O -4.2447 1.9472 -5.6982
P -5.4288 2.5287 -4.7274
O -6.7019 2.1707 -5.3982
O -5.3730 1.4826 -3.4855
C -6.5057 0.6926 -3.1255
C -6.4534 -0.6612 -3.8032
O -4.4864 3.5214 -3.8646
C -3.7541 4.5912 -4.4607
C -4.6519 5.7054 -4.9613
H -4.5747 4.0948 -7.3520
H -4.0813 3.2400 -8.8207
H -2.9214 3.5016 -7.5162
H -5.3898 1.6917 -7.4205
H -3.7202 1.1625 -7.4890
H -7.4350 1.2148 -3.3486
H -6.4689 0.5592 -2.0424
H -6.3215 -0.5628 -4.8805
H -7.3687 -1.2238 -3.6122
H -5.6065 -1.2400 -3.4305
H -3.0981 4.2110 -5.2444
H -3.1000 4.9804 -3.6798
H -5.4243 5.3238 -5.6349
H -4.0661 6.4585 -5.4888
H -5.1604 6.1885 -4.1263
*
```

Atomic partial charges in e from the Mulliken method, atoms 1 to 4:
1 C -0.6243
2 O -0.2788
3 C -0.6350
4 C -1.0227

---

DFT (wB97M-V/def2-TZVPD) results for a structure of composition C29H49N7NiOS3Sb at a distorted geometry.

For the gap between HOMO and LUMO (alpha / beta), the calculation gives 5.8 / 5.8 eV. The maximum force comes out at 2.18 eV/A. For the HOMO energy (alpha / beta), the calculation gives -0.3230 / -0.3230 hartree. The calculation puts the relative energy (zero: lowest compared OMol25 entry of this formula, charge and spin) at 4.189 eV.

```
! RIJCOSX wB97M-V def2-TZVPD def2/J DEFGRID3
* xyz 1 1
Ni 1.0806 -0.8059 -0.8337
C 6.1402 0.2238 -0.9629
C 5.5163 -0.7465 -0.0369
N 6.1112 -1.3663 0.9373
N 5.1392 -2.1121 1.5122
C 3.9260 -1.9871 0.9344
S 2.5085 -2.7185 1.3614
N 4.1848 -1.0974 -0.0820
N 3.2264 -0.5913 -0.9620
H 7.2090 0.0307 -1.0068
H 5.9889 1.2457 -0.6080
H 5.7262 0.1436 -1.9671
H 5.3358 -2.6792 2.3201
H 3.4389 -0.8956 -1.9145
H 3.2422 0.4377 -0.9019
C 4.2256 3.9056 1.0080
C 2.8052 4.3336 0.6656
C 2.7836 4.9983 -0.7090
C 2.2832 5.3130 1.6992
Sb 1.4976 2.5984 0.4328
C -1.3959 3.5063 -0.5820
C -2.1218 2.3741 0.0705
C -1.3220 3.5816 -2.0804
C -1.2996 4.7950 0.1559
C 1.4221 1.4889 2.3175
C 0.4921 0.3134 2.0097
C 0.8117 2.3060 3.4472
C 2.8069 0.9895 2.7121
H 4.8854 4.7755 0.9780
H 4.6154 3.1780 0.2924
H 4.3015 3.4742 2.0025
H 3.3807 5.9108 -0.6893
H 1.7753 5.2730 -1.0142
H 3.2004 4.3492 -1.4816
H 2.9597 6.1649 1.7790
H 2.2055 4.8700 2.6853
H 1.3029 5.6982 1.4276
H -1.9388 1.4188 -0.4212
H -3.2046 2.5387 0.0368
H -1.8563 2.2735 1.1242
H -1.5620 2.6356 -2.5612
H -0.3385 3.9078 -2.4251
H -2.0297 4.3235 -2.4647
H -1.0468 4.6555 1.2117
H -2.2633 5.3168 0.1237
H -0.5670 5.4673 -0.2937
H -0.5236 0.6413 1.8035
H 0.4634 -0.3773 2.8543
H 0.8189 -0.3136 1.1403
H -0.1776 2.6825 3.1859
H 1.4330 3.1541 3.7182
H 0.7018 1.6880 4.3392
H 3.3518 0.5513 1.8733
H 2.7114 0.2132 3.4745
H 3.4200 1.7865 3.1253
N 0.7162 0.5431 -2.4845
H -0.0226 1.1166 -2.0840
H 0.3346 0.0754 -3.3030
H 1.4393 1.1905 -2.7857
C -0.6064 -4.0978 0.5124
N -0.3915 -4.7061 -0.7825
C -0.7254 -6.0125 -1.0653
C -0.3810 -6.2604 -2.3520
N 0.1503 -5.0961 -2.8405
C 0.1486 -4.1442 -1.8776
S 0.8135 -2.5928 -2.1839
H -0.5100 -4.8822 1.2596
H -1.5996 -3.6526 0.5483
H 0.1510 -3.3358 0.6688
H -1.1805 -6.6388 -0.3261
H -0.4758 -7.1435 -2.9512
H 0.5030 -4.9379 -3.7704
C -8.9075 -4.9201 -0.3496
C -7.5674 -4.2597 -0.4998
O -6.5793 -4.8218 -0.8762
S -7.5999 -2.5340 -0.0207
C -5.8940 -2.1325 -0.2598
C -5.3863 -1.9433 -1.5382
C -4.0460 -1.6863 -1.7257
C -3.1812 -1.6094 -0.6334
C -3.7054 -1.7584 0.6537
C -5.0477 -2.0253 0.8360
C -1.7815 -1.4392 -0.8148
C -0.5845 -1.4544 -1.0467
H -8.9798 -5.7342 -1.0663
H -9.7265 -4.2182 -0.4868
H -8.9703 -5.3289 0.6582
H -6.0481 -2.0191 -2.3900
H -3.6509 -1.5522 -2.7214
H -3.0471 -1.6709 1.5062
H -5.4427 -2.1595 1.8319
*
```

Atomic partial charges in e from the Mulliken method, atoms 1 to 4:
1 Ni 0.7929
2 C -1.0903
3 C 0.9960
4 N -0.8379

---

DFT (wB97M-V/def2-TZVPD) results for a cluster of 11 separate species, C29H50Br20ClN2O5PS2 in total at a distorted geometry.

For the gap between HOMO and LUMO, the calculation gives 6.6 eV. The maximum force comes out at 6.50 eV/A. As for the structure (SMILES): Cc1c(S(C)(=O)=O)c(Cl)c2nsnc2c1CP(=O)(O)O.BrCCBr.BrCCBr.BrCCBr.BrCCBr.BrCCBr.BrCCBr.BrCCBr.BrCCBr.BrCCBr.BrCCBr. For the HOMO energy, the calculation gives -0.3296 hartree. The calculation puts the relative energy (zero: lowest compared OMol25 entry of this formula, charge and spin) at 13.740 eV.

```
! RIJCOSX wB97M-V def2-TZVPD def2/J DEFGRID3
* xyz 0 1
C 0.1719 -3.0377 0.5844
C 0.0432 -1.4840 0.0562
C 1.3944 -0.5424 -0.2234
S 3.1604 -1.1066 0.0458
C 3.7143 -0.3130 1.6929
O 3.3450 -2.6337 0.2151
O 4.1398 -0.6834 -1.1177
C 1.1862 1.0320 -0.7477
Cl 2.6199 2.2114 -1.0457
C -0.3236 1.6892 -1.0366
N -0.6336 3.1084 -1.5332
S -2.3920 3.1660 -1.6152
N -2.9082 1.5604 -1.0540
C -1.6480 0.7615 -0.7660
C -1.4215 -0.7682 -0.2219
C -2.7982 -1.6642 0.0906
P -3.1204 -1.4051 1.9941
O -4.5252 -1.9769 2.4623
O -1.8144 -2.1142 2.9670
O -2.9881 0.3466 2.2390
H 0.8014 -3.1323 1.5938
H -0.8590 -3.5714 0.7793
H 0.7502 -3.7384 -0.1901
H 3.3404 0.8010 1.6571
H 3.1143 -0.8421 2.5650
H 4.8880 -0.4032 1.8173
H -2.6812 -2.7947 -0.1976
H -3.7321 -1.1821 -0.4756
H -0.9479 -1.6245 2.7515
H -2.0034 0.5214 2.3501
Br -8.6121 -2.4024 6.5188
C -7.8841 -1.3023 5.0824
C -6.3949 -1.5097 4.9358
Br -5.4104 -0.5703 6.3332
H -8.1588 -0.2667 5.3028
H -8.4096 -1.6287 4.1804
H -6.0358 -1.0790 3.9968
H -6.0958 -2.5604 4.9857
Br 3.1621 5.0227 3.4253
C 2.4396 5.2581 1.6293
C 0.9293 5.2208 1.6382
Br 0.2694 3.3930 1.8072
H 2.8895 4.4847 1.0002
H 2.7991 6.2388 1.3047
H 0.5287 5.5804 0.6862
H 0.4855 5.7972 2.4545
Br -5.5576 3.4247 -1.4786
C -6.5813 5.0579 -1.1815
C -5.9291 6.2423 -1.8554
Br -4.3846 6.8687 -0.8422
H -6.6854 5.1770 -0.0992
H -7.5649 4.8598 -1.6170
H -6.6138 7.0946 -1.8853
H -5.5801 6.0272 -2.8691
Br 5.9437 6.4507 1.0051
C 6.2966 8.3653 1.1197
C 5.0563 9.1267 1.5251
Br 3.8198 9.3101 0.0277
H 6.6988 8.6744 0.1507
H 7.0763 8.4654 1.8803
H 5.3090 10.1515 1.8119
H 4.5027 8.6525 2.3401
Br 0.9260 -2.2761 4.8804
C 2.2774 -1.9820 6.2553
C 2.3438 -0.5265 6.6544
Br 3.2874 0.5306 5.3139
H 3.2222 -2.3681 5.8621
H 1.9614 -2.5997 7.1009
H 2.9247 -0.4042 7.5729
H 1.3603 -0.0676 6.7884
Br 8.5424 -1.7010 -1.8566
C 7.5187 -0.0678 -1.5594
C 8.1709 1.1166 -2.2333
Br 9.7154 1.7429 -1.2201
H 7.4146 0.0513 -0.4771
H 6.5351 -0.2659 -1.9949
H 7.4862 1.9689 -2.2632
H 8.5199 0.9015 -3.2470
Br -1.2990 -5.1037 -2.3354
C -0.5710 -4.0037 -3.7718
C 0.9182 -4.2111 -3.9184
Br 1.9027 -3.2717 -2.5210
H -0.8457 -2.9681 -3.5514
H -1.0965 -4.3301 -4.6738
H 1.2773 -3.7804 -4.8574
H 1.2173 -5.2617 -3.8685
Br 13.3621 1.2796 -3.6516
C 12.6396 1.5150 -5.4477
C 11.1293 1.4776 -5.4388
Br 10.4694 -0.3501 -5.2697
H 13.0895 0.7416 -6.0767
H 12.9991 2.4957 -5.7722
H 10.7287 1.8373 -6.3908
H 10.6855 2.0541 -4.6224
Br -6.0223 -1.7733 -0.9427
C -7.5960 -2.7518 -0.3349
C -7.2356 -4.1547 0.0943
Br -6.9479 -5.3130 -1.4484
H -8.3256 -2.7207 -1.1492
H -7.9790 -2.1757 0.5123
H -8.0617 -4.6143 0.6444
H -6.3287 -4.2030 0.7034
Br -9.7444 -7.5137 -5.5664
C -9.4594 -8.8011 -4.1295
C -8.3260 -8.3719 -3.2275
Br -6.5946 -8.7152 -4.0575
H -9.2947 -9.7743 -4.6008
H -10.4036 -8.8247 -3.5778
H -8.3214 -8.9615 -2.3064
H -8.3527 -7.3089 -2.9726
*
```

Atomic partial charges in e from the Mulliken method, atoms 1 to 4:
1 C -0.8589
2 C 0.1818
3 C 0.2260
4 S 1.0730

---

DFT (wB97M-V/def2-TZVPD) results for a structure of composition C29H50BrHgNOP2 at a distorted geometry.

For the gap between HOMO and LUMO (alpha / beta), the calculation gives 4.1 / 4.1 eV. The maximum force comes out at 2.62 eV/A. For the HOMO energy (alpha / beta), the calculation gives -0.4621 / -0.4621 hartree. The calculation puts the relative energy (zero: lowest compared OMol25 entry of this formula, charge and spin) at 1.900 eV.

```
! RIJCOSX wB97M-V def2-TZVPD def2/J DEFGRID3
* xyz 2 1
N 4.1293 -3.7401 -7.5331
C 4.8559 -3.2994 -6.4931
C 4.2858 -2.7287 -5.3392
C 2.8741 -2.5856 -5.2284
C 2.1323 -3.0394 -6.3494
C 2.8047 -3.5969 -7.4628
C 2.2251 -2.0326 -4.0371
Hg -1.3110 -0.1003 0.6931
P -2.5405 -0.9247 3.4194
C 0.8989 -2.1359 -3.6662
C 0.5301 -1.9425 -2.2652
C -0.4131 -2.7669 -1.6030
C -0.0842 -3.2053 -0.3194
C 1.1952 -2.9034 0.1640
C 1.6889 -1.6056 -0.1717
C 1.3384 -1.1202 -1.4271
Br 1.8777 -3.8351 1.6346
H 2.8997 -1.5451 -3.3401
H 0.1571 -2.6010 -4.3410
H 4.9653 -2.3962 -4.5464
H 1.0493 -2.9523 -6.3875
H 5.9513 -3.3974 -6.6002
H 2.2216 -3.8987 -8.3443
H -1.3488 -3.0279 -2.1139
H 1.6786 -0.1565 -1.7816
H -0.7548 -3.8353 0.2775
H 2.2877 -1.0307 0.5298
P -1.8299 1.9197 -0.4143
C -1.2594 -2.2103 3.3765
C -1.4503 -3.2534 4.4937
H -0.2749 -1.7266 3.4484
H -1.2868 -2.6869 2.3883
H -0.5299 -3.8235 4.6759
H -1.7326 -2.7521 5.4230
H -2.2642 -3.9428 4.2404
C -3.8207 -1.1609 2.1487
C -5.2655 -1.4056 2.6246
H -3.4835 -2.0219 1.5479
H -3.8229 -0.2598 1.5088
H -5.8577 -1.7745 1.7737
H -5.2966 -2.1322 3.4432
H -5.7047 -0.4704 2.9897
C -1.8446 0.7130 3.7419
C -2.2588 1.3163 5.0956
H -2.1581 1.3889 2.9232
H -0.7485 0.5912 3.7065
H -2.3918 2.3969 4.9823
H -3.2043 0.8967 5.4472
H -1.4995 1.1231 5.8593
C -1.7319 3.4491 0.5439
C -2.1096 4.6891 -0.2706
H -0.7131 3.5140 0.9767
H -2.4333 3.3090 1.3870
H -1.2451 5.0658 -0.8332
H -2.9327 4.4886 -0.9763
H -2.4269 5.4657 0.4355
C -3.5072 1.5554 -0.9945
C -3.6012 0.3943 -1.9858
H -3.9037 2.4947 -1.4088
H -4.0863 1.3165 -0.0855
H -3.0685 0.6093 -2.9275
H -3.2125 -0.5573 -1.5762
H -4.6588 0.2126 -2.2392
C -0.7254 1.9460 -1.8664
C 0.6310 2.6312 -1.6055
H -1.2721 2.4569 -2.6790
H -0.5411 0.8964 -2.1735
H 1.3019 2.4558 -2.4638
H 0.5301 3.7208 -1.4734
H 1.1543 2.2165 -0.7243
C 2.3327 3.1319 3.2983
C 2.3761 3.0411 1.7771
O 2.5198 1.7113 1.2497
C 3.7173 1.0284 1.6576
C 5.0344 1.6126 1.1770
H 1.6871 2.3637 3.7368
H 1.9073 4.0951 3.5881
H 3.3376 3.0779 3.7333
H 1.4223 3.4053 1.3561
H 3.1928 3.6895 1.3977
H 3.7229 0.9782 2.7602
H 3.6065 0.0141 1.2462
H 5.2327 2.5864 1.6396
H 5.8314 0.9095 1.4432
H 5.0221 1.7036 0.0874
*
```

Atomic partial charges in e from the Mulliken method, atoms 1 to 4:
1 N -0.5530
2 C -0.2877
3 C -0.4663
4 C 0.5457